C38H54ClF6NO8P3S2SiTi as an isolated structure. Source: the OMol25 dataset; level of theory: wB97M-V/def2-TZVPD.

Summary:
Spin multiplicity: 3
Total charge: -1
Electronic energy: -6155.7159 hartree
LUMO level (spin up / spin down): 2.235 / -0.003 eV
ΔE to the lowest compared entry with this formula, charge and spin: 126.3 kcal per mole
HOMO (spin up / spin down): -4.956 / -5.362 eV
⟨S²⟩: 2.006

Last column: Löwdin charge in e.
CARTESIAN COORDINATES (ANGSTROEM)
Ti 12.027 11.422 10.860  0.76
C 8.280 15.483 14.863  -0.12
C 9.351 14.660 14.064  -0.55
C 8.896 14.554 12.636  -0.17
P 9.940 12.943 14.553  1.15
C 9.527 12.948 16.430  -0.57
C 10.425 13.664 17.296  -0.14
C 9.442 11.488 16.856  -0.13
C 8.538 11.790 14.015  -0.40
C 7.224 12.086 14.351  -0.11
C 6.223 11.199 14.070  -0.10
C 6.465 9.967 13.460  -0.09
C 7.770 9.709 13.102  -0.15
C 8.837 10.607 13.358  -0.29
Si 10.553 10.064 12.557  0.74
C 10.100 8.413 11.558  -0.32
C 10.145 7.092 12.054  -0.08
C 9.886 5.944 11.230  -0.06
C 9.569 6.148 9.868  -0.10
C 9.521 7.437 9.364  -0.06
C 9.805 8.611 10.222  -0.32
P 9.848 10.345 9.454  1.10
C 10.192 9.853 7.714  -0.52
C 8.924 9.806 6.836  -0.09
C 11.325 10.809 7.209  -0.12
C 8.102 11.078 9.431  -0.51
C 6.947 10.175 9.838  -0.09
C 8.144 12.373 10.239  -0.13
C 11.268 9.470 14.248  -0.25
C 10.433 8.747 15.131  -0.10
C 10.880 8.450 16.392  -0.11
C 12.017 8.995 16.883  -0.13
C 12.874 9.652 16.063  -0.12
C 12.563 9.831 14.730  -0.25
P 13.863 10.470 13.576  0.90
C 14.976 11.558 14.586  -0.44
C 14.134 12.718 15.089  -0.10
C 16.101 12.071 13.644  -0.07
C 14.687 9.082 12.885  -0.50
C 13.630 8.219 12.294  -0.11
C 15.640 8.369 13.842  -0.06
H 8.321 16.565 14.444  0.10
H 8.343 15.550 15.982  0.06
H 7.234 15.110 14.623  0.07
H 10.273 15.260 14.175  0.10
H 7.982 13.926 12.638  0.07
H 9.649 14.235 11.969  0.01
H 8.599 15.518 12.249  0.08
H 8.491 13.242 16.544  0.09
H 11.433 13.248 17.233  0.08
H 10.059 13.683 18.305  0.08
H 10.596 14.642 16.980  0.05
H 10.426 10.934 16.934  0.08
H 8.891 10.845 16.224  0.04
H 8.966 11.321 17.807  0.08
H 6.996 13.059 14.798  0.09
H 5.180 11.383 14.344  0.10
H 5.650 9.166 13.312  0.13
H 8.087 8.769 12.652  0.08
H 10.321 6.934 13.079  0.07
H 9.936 4.975 11.656  0.08
H 9.238 5.293 9.263  0.09
H 9.162 7.638 8.358  0.08
H 10.646 8.863 7.675  0.09
H 8.758 10.830 6.630  0.07
H 8.218 9.417 7.444  0.01
H 9.186 9.177 6.018  0.07
H 11.080 11.869 7.407  0.08
H 11.412 10.925 6.089  0.10
H 12.285 10.587 7.644  0.00
H 7.942 11.421 8.413  0.08
H 7.349 9.637 10.736  0.06
H 6.621 9.565 9.031  0.06
H 6.069 10.689 10.205  0.07
H 8.427 12.189 11.279  0.04
H 7.089 12.835 10.146  0.12
H 8.877 13.054 9.793  0.06
H 9.428 8.479 14.794  0.11
H 10.258 7.828 17.009  0.11
H 12.375 8.689 17.895  0.12
H 13.847 9.885 16.524  0.12
H 15.477 11.042 15.349  0.08
H 13.680 13.200 14.214  0.09
H 14.730 13.459 15.599  0.08
H 13.333 12.404 15.755  0.05
H 16.544 12.894 14.136  0.06
H 15.755 12.336 12.620  0.09
H 16.883 11.316 13.573  0.07
H 15.318 9.499 12.102  0.10
H 14.134 7.448 11.717  0.10
H 12.981 8.890 11.693  0.04
H 13.028 7.726 13.043  0.08
H 14.974 7.847 14.564  0.09
H 16.181 9.049 14.509  0.07
H 16.197 7.686 13.262  0.07
O 11.484 15.682 11.332  -0.44
Cl 11.817 14.657 10.342  0.91
O 11.002 14.806 9.187  -0.42
O 13.317 11.399 12.439  -0.44
O 11.316 13.286 10.889  -0.63
F 10.704 4.695 4.904  0.10
C 9.838 5.599 5.418  -0.28
F 8.819 5.654 4.507  0.08
F 9.380 5.206 6.616  0.11
S 14.293 9.705 9.036  0.75
O 12.898 9.953 9.853  -0.67
O 15.361 9.754 10.010  -0.48
N 14.509 10.978 7.984  -0.40
S 14.158 12.456 8.248  0.55
O 13.250 12.671 9.434  -0.44
O 13.889 13.224 7.111  -0.25
C 15.680 13.242 8.793  -0.65
F 16.792 13.142 8.109  0.17
F 15.499 14.556 9.101  0.10
F 15.924 12.689 10.022  0.06

---

C19H24MnN3O2S4 as an isolated structure. Source: the OMol25 dataset; level of theory: wB97M-V/def2-TZVPD.

Summary:
Spin multiplicity: 5
Total charge: +2
Electronic energy: -3796.3374 hartree
LUMO level (spin up / spin down): -7.830 / -6.747 eV
ΔE to the lowest compared entry with this formula, charge and spin: 15.1 kcal per mole
HOMO (spin up / spin down): -13.858 / -13.852 eV
⟨S²⟩: 6.174

Last column: natural (NBO) charge in e.
CARTESIAN COORDINATES (ANGSTROEM)
Mn -0.363 -0.934 0.112  1.49
C 0.587 -4.040 4.315  -0.78
S 1.504 -4.319 2.765  0.45
C 0.919 -3.173 1.632  -0.14
S -0.373 -2.190 2.043  -0.03
N 1.618 -3.160 0.505  -0.34
N 0.997 -2.389 -0.448  -0.32
C 1.475 -2.453 -1.654  0.11
C 1.052 -1.294 -2.532  0.16
C 1.475 -1.163 -3.803  -0.20
C 0.896 -0.174 -4.591  -0.10
C -0.080 0.640 -4.130  -0.23
C -0.401 0.463 -2.767  0.11
N 0.136 -0.450 -1.940  -0.55
H 0.975 -4.829 5.009  0.27
H -0.489 -4.201 4.229  0.24
H 0.767 -3.030 4.819  0.25
H 2.181 -3.282 -1.751  0.26
H 2.230 -1.800 -4.127  0.25
H 1.294 -0.035 -5.597  0.25
H -0.633 1.379 -4.628  0.26
H -1.170 1.081 -2.282  0.21
O -1.962 -0.051 0.356  -1.03
S -3.467 0.134 0.324  1.29
C -3.960 0.421 1.973  -0.64
C -4.656 -0.849 2.481  -0.41
C -5.273 -1.425 1.206  -0.44
C -4.213 -1.502 0.144  -0.58
H -4.679 1.281 1.886  0.27
H -3.119 0.746 2.567  0.27
H -5.419 -0.626 3.270  0.27
H -3.844 -1.514 2.920  0.22
H -6.117 -0.784 0.834  0.23
H -5.773 -2.400 1.391  0.27
H -4.548 -1.667 -0.911  0.27
H -3.437 -2.200 0.369  0.24
C 1.714 2.479 2.346  -0.79
S 1.004 2.130 0.733  1.22
O 1.015 0.550 0.618  -1.04
C 2.217 2.746 -0.424  -0.30
C 3.422 2.140 -0.546  -0.17
C 4.413 2.741 -1.247  -0.21
C 4.201 3.862 -2.071  -0.16
C 2.908 4.359 -2.093  -0.19
C 1.896 3.800 -1.256  -0.20
H 2.595 1.812 2.564  0.27
H 0.855 2.313 3.012  0.25
H 1.993 3.499 2.399  0.26
H 3.592 1.158 -0.059  0.23
H 5.469 2.421 -1.258  0.24
H 4.977 4.296 -2.685  0.24
H 2.678 5.230 -2.698  0.24
H 0.919 4.255 -1.321  0.24

---

C4H7IO in the gas phase. Source: the OMol25 dataset; level of theory: wB97M-V/def2-TZVPD.

Summary:
Electronic energy: -529.4670 hartree
LUMO level: 0.543 eV
ΔE to the lowest compared entry with this formula, charge and spin: 39.2 kcal per mole
SMILES: C[C@@H]1C[C@H](I)O1
HOMO: -9.267 eV

Last column: natural (NBO) charge in e.
CARTESIAN COORDINATES (ANGSTROEM)
C -0.917 1.063 -0.734  -0.62
C -0.473 -0.318 -0.439  0.09
C 0.159 -0.599 0.941  -0.44
C 1.535 -0.982 -0.087  0.03
I 3.500 -0.068 0.206  0.03
O 0.783 -0.544 -1.188  -0.55
H -1.971 1.105 -0.632  0.21
H -0.705 1.324 -1.716  0.23
H -0.544 1.784 -0.099  0.20
H -1.269 -0.943 -0.829  0.19
H 0.309 0.379 1.408  0.22
H -0.128 -1.577 1.527  0.24
H 1.753 -2.057 -0.079  0.18

---

A 2-piece molecular cluster, C6H12O overall. Source: the OMol25 dataset; level of theory: wB97M-V/def2-TZVPD.

Summary:
Electronic energy: -310.9924 hartree
LUMO level: 0.761 eV
ΔE to the lowest compared entry with this formula, charge and spin: 41.9 kcal per mole
SMILES: C/C=C\C.C=CO
HOMO: -8.726 eV

Last column: natural (NBO) charge in e.
CARTESIAN COORDINATES (ANGSTROEM)
C -1.502 -1.269 -1.031  -0.65
C -0.833 -1.450 0.300  -0.18
C -0.681 -0.524 1.246  -0.18
C -1.134 0.906 1.194  -0.66
H -0.756 -1.248 -1.833  0.23
H -2.071 -0.337 -1.089  0.21
H -2.184 -2.099 -1.250  0.21
H -0.421 -2.445 0.473  0.19
H -0.188 -0.832 2.164  0.19
H -1.259 1.238 0.160  0.21
H -2.086 1.060 1.722  0.22
H -0.381 1.541 1.672  0.22
C 2.289 0.410 0.372  -0.51
C 1.923 1.082 -0.713  0.13
O 1.183 0.496 -1.698  -0.69
H 2.038 -0.638 0.508  0.22
H 2.872 0.904 1.137  0.21
H 2.148 2.139 -0.864  0.17
H 1.004 1.136 -2.393  0.48

---

C16H15N3O in the gas phase. Source: the OMol25 dataset; level of theory: wB97M-V/def2-TZVPD.

Summary:
Electronic energy: -858.2322 hartree
LUMO level: 0.473 eV
ΔE to the lowest compared entry with this formula, charge and spin: 1.2 kcal per mole
SMILES: CCc1ccc(NC(=O)c2cnn3ccccc23)cc1
HOMO: -7.990 eV

Last column: natural (NBO) charge in e.
CARTESIAN COORDINATES (ANGSTROEM)
C 6.035 0.394 -1.072  -0.59
C 5.496 0.257 0.354  -0.41
C 4.013 0.021 0.335  -0.03
C 3.121 1.085 0.331  -0.22
C 1.755 0.884 0.271  -0.19
C 1.249 -0.411 0.211  0.12
N -0.117 -0.696 0.150  -0.59
C -1.179 0.166 0.136  0.68
O -1.081 1.380 0.177  -0.63
C -2.480 -0.507 0.065  -0.28
C -2.828 -1.864 0.010  0.00
N -4.138 -2.045 -0.047  -0.28
N -4.675 -0.831 -0.031  -0.13
C -5.997 -0.558 -0.074  0.04
C -6.407 0.740 -0.051  -0.26
C -5.462 1.785 0.018  -0.19
C -4.125 1.500 0.062  -0.20
C -3.720 0.160 0.037  0.17
C 2.137 -1.485 0.213  -0.24
C 3.498 -1.268 0.273  -0.19
H 5.836 -0.512 -1.640  0.20
H 5.553 1.227 -1.579  0.21
H 7.109 0.568 -1.059  0.21
H 5.718 1.169 0.911  0.21
H 5.998 -0.577 0.849  0.20
H 3.501 2.096 0.378  0.21
H 1.078 1.720 0.271  0.25
H -0.334 -1.681 0.112  0.39
H -2.195 -2.731 0.009  0.20
H -6.658 -1.408 -0.126  0.23
H -7.460 0.967 -0.086  0.23
H -5.804 2.807 0.036  0.22
H -3.361 2.259 0.115  0.26
H 1.754 -2.496 0.168  0.20
H 4.172 -2.114 0.274  0.21

---

A 2-piece molecular cluster, CH4N3P overall. Source: the OMol25 dataset; level of theory: wB97M-V/def2-TZVPD.

Summary:
Electronic energy: -545.9622 hartree
LUMO level (spin up / spin down): -0.047 / -0.046 eV
ΔE to the lowest compared entry with this formula, charge and spin: 100.5 kcal per mole
HOMO (spin up / spin down): -8.904 / -8.903 eV

Last column: natural (NBO) charge in e.
CARTESIAN COORDINATES (ANGSTROEM)
C 2.053 -0.508 -0.319  -0.82
N -1.108 -0.258 0.950  -0.12
N -2.005 -0.109 0.286  0.27
N -2.985 -0.023 -0.379  -0.54
P 1.039 0.794 0.278  0.41
H 2.883 -0.933 0.240  0.23
H 1.721 -0.563 -1.350  0.22
H -3.000 0.512 -1.348  0.40
H 1.402 1.088 1.641  -0.05